This record from the Open Molecules 2025 dataset describes a 2-piece molecular cluster, C4H11NO2 overall at a distorted geometry. The level of theory is the ωB97M-V functional and the def2-TZVPD basis.

XYZ file:
```
18
Properties=species:S:1:pos:R:3
C 2.6703 -0.8037 -0.5686
C 2.0774 0.5244 -0.2313
O 1.8567 -1.3683 -1.6368
H 3.7849 -0.7026 -0.8677
H 2.6889 -1.4549 0.3140
H 1.0221 0.6067 0.1576
H 2.5364 -1.6206 -2.4112
H 2.0853 1.1803 -1.1032
H 2.6276 0.8787 0.6219
C -1.7611 1.1518 0.1720
C -2.7246 -0.0170 0.3366
O -3.5368 -0.1442 -0.5394
N -2.7773 -0.6470 1.5617
H -3.3890 -1.4051 1.5382
H -2.2159 -0.3972 2.3095
H -2.4642 1.7284 -0.5488
H -0.8105 0.9633 -0.2923
H -1.6701 1.5271 1.1877
```

Summary:
LUMO: 0.0270 hartree
M: 105.14 g/mol
SMILES: CC(N)=O.CCO
DFT total energy: -364.20395 hartree
Energy above the lowest of the compared OMol25 structures with the same formula, charge and spin: 40.3 kcal per mole

=====

This record from the Open Molecules 2025 dataset describes a 2-piece molecular cluster, C4H11NO2 overall at a distorted geometry. The level of theory is the ωB97M-V functional and the def2-TZVPD basis.

XYZ file:
```
18
Properties=species:S:1:pos:R:3
C -1.5876 0.0453 1.6099
N -0.7764 0.9561 0.7781
C -1.3122 2.3202 0.7465
C -0.7874 0.3889 -0.7314
C 0.1192 -0.8101 -0.6605
O 0.1318 -1.9471 -1.1387
H -2.5920 -0.0924 1.2987
H -1.0750 -0.9677 1.5297
H -1.5728 0.2544 2.6806
H -1.6410 2.6523 1.7440
H -2.2981 2.5525 0.0576
H -0.5278 3.0241 0.4313
H -0.4186 1.1623 -1.3648
H -1.8075 0.0977 -0.8598
H 0.8503 -0.2635 0.0369
H 3.1242 -1.7811 -0.7137
H 3.8814 -0.7900 -1.5794
O 3.7332 -1.0788 -0.6731
```

Summary:
LUMO: 0.0307 hartree
M: 105.14 g/mol
SMILES: CN(C)CC=O.O
DFT total energy: -364.15585 hartree
Energy above the lowest of the compared OMol25 structures with the same formula, charge and spin: 70.5 kcal per mole

=====

This record from the Open Molecules 2025 dataset describes a 2-piece molecular cluster, C4H11NO2 overall at a distorted geometry. The level of theory is the ωB97M-V functional and the def2-TZVPD basis.

XYZ file:
```
18
Properties=species:S:1:pos:R:3
C -0.6556 2.0791 2.0004
C -1.1459 0.7521 1.4078
O -1.7108 0.6785 0.3225
N -0.8941 -0.4107 2.1979
H 0.2608 2.1705 2.4193
H -1.4801 2.4508 2.6628
H -1.5008 -1.2494 2.0103
H -0.6479 -0.2305 3.1865
H -0.6881 2.9133 1.1585
C 1.6069 -1.2837 -1.4239
C 0.2784 -1.4697 -2.2497
O 2.1768 -0.1293 -1.9343
H 1.5478 -1.2352 -0.3141
H 2.2443 -2.2247 -1.6714
H -0.0332 -2.5361 -2.4122
H 2.3286 -0.0143 -2.8411
H 0.5986 -1.0565 -3.2619
H -0.6019 -0.9731 -1.8359
```

Summary:
LUMO: 0.0300 hartree
M: 105.14 g/mol
SMILES: CC(N)=O.CCO
DFT total energy: -364.20790 hartree
Energy above the lowest of the compared OMol25 structures with the same formula, charge and spin: 37.8 kcal per mole

=====

This record from the Open Molecules 2025 dataset describes a 3-piece molecular cluster, C4H11NO2 overall at a distorted geometry. The level of theory is the ωB97M-V functional and the def2-TZVPD basis.

XYZ file:
```
18
Properties=species:S:1:pos:R:3
C 2.1648 1.2776 0.6416
C 1.1373 0.5433 -0.1866
C 0.4821 1.1665 -1.1744
C 0.4460 -1.6495 -0.6356
N 0.9384 -0.8231 0.1921
H 2.0350 0.9532 1.6752
H 3.1730 1.1046 0.2924
H 1.8795 2.3251 0.6056
H -0.3487 0.8058 -1.7673
H 0.5450 2.2488 -1.1510
H 0.6324 -2.7131 -0.5297
H -0.0698 -1.2656 -1.5208
H -1.5640 -0.5411 2.5720
H -0.8322 -0.8573 1.2796
O -1.6569 -1.0364 1.7520
H -2.6682 -0.5407 0.0677
H -2.9504 -0.4460 -1.4904
O -3.3433 -0.5522 -0.6226
```

Summary:
LUMO: -0.0020 hartree
M: 105.14 g/mol
SMILES: C=NC(=C)C.O.O
DFT total energy: -364.17564 hartree
Energy above the lowest of the compared OMol25 structures with the same formula, charge and spin: 58.1 kcal per mole

=====

This record from the Open Molecules 2025 dataset describes a 2-piece molecular cluster, C4H11NO2 overall at a distorted geometry. The level of theory is the ωB97M-V functional and the def2-TZVPD basis.

XYZ file:
```
18
Properties=species:S:1:pos:R:3
C 1.3989 -0.9698 -0.7835
N 1.4563 0.5090 -0.7183
C -1.0902 0.7950 -0.6357
C 0.3499 1.2056 -0.1855
C 0.4539 0.9153 1.3699
O 0.4332 1.8553 2.0815
H 1.0454 -1.2341 -1.7981
H 2.3809 -1.3344 -0.5588
H 0.5944 -1.4403 -0.2196
H 1.7705 0.8762 -1.6169
H -1.5122 0.2811 0.2114
H -1.6755 1.7504 -0.6516
H -1.3811 0.4202 -1.6178
H 0.4704 2.2677 -0.4222
H 0.6257 -0.1136 1.7241
H -2.3072 -2.4733 0.9139
H -1.2063 -1.6451 1.8304
O -1.8070 -1.6650 1.0766
```

Summary:
LUMO (alpha / beta): -0.1346 / -0.2977 hartree
Expectation value of S²: 0.757
Total charge: +1
M: 105.14 g/mol
DFT total energy: -363.86990 hartree
Energy above the lowest of the compared OMol25 structures with the same formula, charge and spin: 36.7 kcal per mole
Multiplicity: 2

=====

This record from the Open Molecules 2025 dataset describes a 2-piece molecular cluster, C4H11NO2S overall at a distorted geometry. The level of theory is the ωB97M-V functional and the def2-TZVPD basis.

XYZ file:
```
19
Properties=species:S:1:pos:R:3
C -0.3154 -1.6263 0.4988
C 0.6349 0.7768 -0.7313
C 2.4404 -0.2320 0.7846
C 1.5023 -0.4236 -0.4766
N -2.7701 1.6560 0.0465
O -3.7882 -0.6921 -0.8335
O 0.6776 -1.6021 -0.4345
S -3.1283 -0.0811 0.3221
H -0.2231 -1.1952 1.4188
H -1.0338 -2.4695 0.3250
H 1.1302 1.8389 -0.7925
H -0.0234 0.5522 -1.5580
H -0.0767 0.8070 0.1791
H 1.8413 0.4008 1.4477
H 3.3645 0.4243 0.5740
H 2.7355 -1.2895 1.3312
H 2.2487 -0.7382 -1.1076
H -1.8159 1.7301 -0.4374
H -3.4004 2.1634 -0.5564
```

Summary:
LUMO (alpha / beta): -0.0232 / 0.0277 hartree
M: 137.20 g/mol
DFT total energy: -762.26131 hartree
Energy above the lowest of the compared OMol25 structures with the same formula, charge and spin: 118.0 kcal per mole

=====

This record from the Open Molecules 2025 dataset describes C4H11NO3 as an isolated structure at a distorted geometry. The level of theory is the ωB97M-V functional and the def2-TZVPD basis.

XYZ file:
```
19
Properties=species:S:1:pos:R:3
H -0.2243 0.9767 1.1765
O -0.0958 0.6606 2.3381
N -0.1735 1.1238 -0.1271
H -0.8298 0.5496 2.8750
H -1.0872 1.2631 -0.3819
C 0.3757 -0.1252 -0.6208
H 1.3334 -0.1145 -0.1659
C -0.3489 -1.3824 0.0603
O -1.0432 -2.0413 -0.6438
O 0.2812 -1.5781 1.1336
H 0.1770 -0.6881 1.9200
C 0.4287 2.5104 -0.3982
H 0.6602 2.9333 0.6895
H 1.4204 2.4364 -0.8161
H -0.2529 3.2028 -0.7361
C 0.4465 -0.1007 -2.1403
H -0.1676 0.7757 -2.6132
H 1.4839 0.0691 -2.5256
H 0.1514 -1.0128 -2.5621
```

Summary:
LUMO: 0.0211 hartree
M: 121.14 g/mol
DFT total energy: -439.41388 hartree
Energy above the lowest of the compared OMol25 structures with the same formula, charge and spin: 70.3 kcal per mole

=====

This record from the Open Molecules 2025 dataset describes an isolated molecule of C4H11NO3 at a distorted geometry. The level of theory is the ωB97M-V functional and the def2-TZVPD basis.

XYZ file:
```
19
Properties=species:S:1:pos:R:3
C -0.8575 -0.1627 0.1626
C 2.4185 -0.2656 -0.1369
C -0.7826 -1.0461 -1.0821
C -1.6002 1.1409 -0.1043
N 0.5574 0.0977 0.5988
O 1.2401 0.8640 -0.3864
O 0.5776 0.8144 1.8109
O -1.5099 -0.8157 1.2206
H 0.4988 1.7498 1.5497
H -1.0285 -1.6244 1.4319
H 2.8464 -0.1403 0.8542
H 2.2018 -1.3048 -0.3777
H 3.0939 0.1358 -0.8877
H -0.2961 -0.5167 -1.8971
H -0.2221 -1.9568 -0.8687
H -1.7932 -1.3225 -1.3761
H -2.5545 0.9216 -0.5774
H -1.0086 1.7693 -0.7677
H -1.7815 1.6620 0.8334
```

Summary:
LUMO: 0.0332 hartree
M: 121.14 g/mol
SMILES: CON(O)C(C)(C)O
DFT total energy: -439.31927 hartree
Energy above the lowest of the compared OMol25 structures with the same formula, charge and spin: 129.7 kcal per mole

=====

This record from the Open Molecules 2025 dataset describes a 2-piece molecular cluster, C4H11NO3 overall at a distorted geometry. The level of theory is the ωB97M-V functional and the def2-TZVPD basis.

XYZ file:
```
19
Properties=species:S:1:pos:R:3
C -0.5968 -1.4363 -1.6422
C -1.2762 -0.8152 -0.4194
C -0.9722 -1.4172 0.9374
N -1.0286 0.5876 -0.4581
C 0.2306 1.1241 -0.0517
O 0.1026 2.5175 0.0510
O 1.1797 0.4423 0.2709
H -0.5758 -2.5211 -1.5877
H 0.3463 -1.2193 -1.5863
H -0.9360 -1.0985 -2.7203
H -2.3922 -0.8232 -0.5341
H -1.4963 -2.3818 1.1669
H -1.3598 -0.8507 1.7008
H 0.0805 -1.6178 1.0393
H -1.8807 1.0684 -0.5431
H 0.9261 2.9698 0.3923
H 3.5452 2.5241 1.1279
H 2.9465 1.0367 1.1958
O 3.1570 1.9106 1.6606
```

Summary:
LUMO: 0.0247 hartree
M: 121.14 g/mol
SMILES: CC(C)NC(=O)O.O
DFT total energy: -439.47328 hartree
Energy above the lowest of the compared OMol25 structures with the same formula, charge and spin: 33.0 kcal per mole

=====

This record from the Open Molecules 2025 dataset describes a 2-piece molecular cluster, C4H11NO3 overall at a distorted geometry. The level of theory is the ωB97M-V functional and the def2-TZVPD basis.

XYZ file:
```
19
Properties=species:S:1:pos:R:3
O 0.4562 -0.5889 -3.3962
C -0.2344 -0.1918 -2.4973
C -0.2232 -0.9139 -1.1779
C -1.5553 -1.3868 -0.6004
N 0.3297 0.1822 -0.2760
C 0.9779 -0.3796 0.8785
O 1.4749 0.7374 1.6651
H -0.8900 0.7105 -2.4817
H 0.5171 -1.7326 -1.2469
H -2.0236 -2.0052 -1.3602
H -1.3911 -1.9448 0.3289
H -2.2342 -0.5835 -0.2762
H -0.3320 0.9203 -0.0923
H 0.2602 -0.8714 1.5325
H 1.7982 -1.0562 0.6740
H 2.4170 0.7260 1.5016
H -0.3684 2.7015 2.8083
H 0.7796 2.4904 1.7963
O 0.2414 3.1864 2.2196
```

Summary:
LUMO: 0.0218 hartree
M: 121.14 g/mol
SMILES: C[C@@H](C=O)NCO.O
DFT total energy: -439.43916 hartree
Energy above the lowest of the compared OMol25 structures with the same formula, charge and spin: 54.4 kcal per mole

=====

This record from the Open Molecules 2025 dataset describes an isolated molecule of C4H11NO3 at a distorted geometry. The level of theory is the ωB97M-V functional and the def2-TZVPD basis.

XYZ file:
```
19
Properties=species:S:1:pos:R:3
C -1.3086 0.0424 0.0226
C 0.4942 0.4705 -1.4941
C 0.8495 -2.2166 1.1245
C 0.3697 1.9875 -1.4645
N -0.2730 -0.1629 1.0397
O -0.3205 -1.5059 1.5023
O -0.7831 -0.2318 -1.2279
O -0.4440 0.6679 2.1401
H -1.2216 0.3897 2.6472
H -2.1703 -0.6387 0.1651
H -1.6305 1.0923 0.1204
H 1.2926 0.1424 -0.8216
H 0.7176 0.1156 -2.5030
H 0.9034 -2.3304 0.0451
H 1.7497 -1.7183 1.5004
H 0.7324 -3.1888 1.6054
H -0.5037 2.3025 -2.0315
H 1.2539 2.4228 -1.9272
H 0.2924 2.3598 -0.4430
```

Summary:
LUMO: 0.0358 hartree
M: 121.14 g/mol
SMILES: CCOCN(O)OC
DFT total energy: -439.34393 hartree
Energy above the lowest of the compared OMol25 structures with the same formula, charge and spin: 114.2 kcal per mole

=====

This record from the Open Molecules 2025 dataset describes a 2-piece molecular cluster, C4H11NO3 overall at a distorted geometry. The level of theory is the ωB97M-V functional and the def2-TZVPD basis.

XYZ file:
```
19
Properties=species:S:1:pos:R:3
C 1.5016 -1.9703 0.2909
N 0.7752 -1.1156 1.1444
C -1.2601 -0.1806 0.4416
C 0.2517 0.2138 0.6833
C 1.0828 0.7326 -0.4453
O 0.4632 0.6700 -1.6458
O 2.1507 1.2798 -0.3339
H 0.8915 -2.0596 -0.6519
H 1.8988 -2.8827 0.7087
H 2.3642 -1.5412 -0.2715
H 1.2905 -0.9725 2.0123
H -1.7327 0.3525 -0.3906
H -1.1900 -1.1879 0.0869
H -1.9906 0.0455 1.2036
H 0.1427 0.8639 1.5410
H 1.2024 0.8542 -2.2444
H -2.1061 1.7313 -0.8555
H -3.3006 2.5252 -0.4368
O -2.4354 2.6414 -0.8371
```

Summary:
LUMO: 0.0257 hartree
M: 121.14 g/mol
SMILES: CN[C@H](C)C(=O)O.O
DFT total energy: -439.44078 hartree
Energy above the lowest of the compared OMol25 structures with the same formula, charge and spin: 53.4 kcal per mole

=====

This record from the Open Molecules 2025 dataset describes a 2-piece molecular cluster, C4H11NO3 overall at a distorted geometry. The level of theory is the ωB97M-V functional and the def2-TZVPD basis.

XYZ file:
```
19
Properties=species:S:1:pos:R:3
O 0.9934 -1.6081 -0.3166
C 1.7690 -0.5824 -0.8563
N 1.9423 0.5907 -0.1376
C 1.1704 0.8694 0.9609
C -0.3366 1.0671 0.5149
C -1.3059 0.0508 1.0399
O -2.4506 0.2147 0.3774
H 1.2611 -0.3997 -1.8188
H 2.7504 -1.0850 -0.9066
H 1.6279 1.7666 1.4024
H 1.1638 0.0931 1.7504
H -0.5950 2.0610 0.8489
H -0.3921 1.1228 -0.5436
H -1.4711 0.1154 2.1185
H -0.9267 -0.9278 0.7954
H -2.1800 -0.2538 -0.5854
H 0.0770 -1.5345 -0.7537
H -1.7368 -0.8299 -2.3789
O -1.3605 -0.7304 -1.5111
```

Summary:
LUMO: -0.1371 hartree
M: 121.14 g/mol
DFT total energy: -439.26337 hartree
Energy above the lowest of the compared OMol25 structures with the same formula, charge and spin: 164.8 kcal per mole

=====

This record from the Open Molecules 2025 dataset describes a 2-piece molecular cluster, C4H11NO3 overall at a distorted geometry. The level of theory is the ωB97M-V functional and the def2-TZVPD basis.

XYZ file:
```
19
Properties=species:S:1:pos:R:3
C -1.0925 -0.6331 1.2154
N 0.1553 -0.6537 1.9835
C 1.5818 -2.2192 0.6413
C 1.4386 -0.9097 1.3629
C 1.6581 0.3528 0.3060
O 1.5215 1.5334 1.0292
O -1.1263 -0.8146 0.0302
H -1.9325 -0.3054 1.8701
H 0.0529 -1.0401 2.9040
H 2.3473 -2.0802 -0.1417
H 0.6293 -2.5646 0.0609
H 1.9042 -3.0028 1.4424
H 2.2889 -0.4771 2.0665
H 2.5698 0.2694 -0.0744
H 0.9315 0.2034 -0.5741
H 0.6484 1.4505 1.4669
H -2.8124 2.4499 -5.7377
H -3.4633 3.5833 -5.0388
O -3.6161 2.5992 -5.2197
```

Summary:
LUMO: 0.0293 hartree
M: 121.14 g/mol
SMILES: C[C@@H](CO)NC=O.O
DFT total energy: -439.42963 hartree
Energy above the lowest of the compared OMol25 structures with the same formula, charge and spin: 60.4 kcal per mole